114
Properties=species:S:1:pos:R:3:forces:R:3 method="wB97M-V/def2-TZVPD" mol_weight_g_mol=820.90 charge=0 largest_force_ev_per_a=7.12 homo_energy_ev=-7.74
C -0.35209 2.93269 0.49615 -1.1422 1.2396 -0.6676
N 0.22481 1.97973 1.52028 1.4461 -0.4910 -2.3826
C 1.55963 2.53927 1.99563 0.8787 -0.5769 0.4999
B 0.52179 0.60418 0.94360 -0.3261 -0.4106 1.2848
O 0.88774 -0.47541 1.92710 1.0947 2.6611 -2.2989
O 0.46478 0.25797 -0.50966 -1.3746 0.0555 1.2399
S -0.96591 -0.60410 -0.86167 -3.9977 2.1948 0.9649
O -2.11934 0.42159 -0.59026 4.2618 -3.3126 -1.3411
O -1.06468 -1.04155 -2.52282 0.0028 0.3195 1.4003
C -1.52097 -2.45060 -2.62130 -0.0003 -2.0670 -1.0096
C -2.55128 -2.70139 -3.90668 -0.4376 2.0279 0.3145
C -1.83236 -2.36211 -5.34130 0.9670 0.0170 0.7606
C -0.78568 -3.56040 -5.85710 -0.9737 0.9123 -0.1345
C 0.31945 -2.80020 -6.80766 -1.0601 -0.2581 -0.4375
C 1.20233 -3.79246 -7.76867 1.0566 0.6936 0.7843
C 1.65001 -5.21162 -7.08068 -1.2775 -1.0274 -2.0849
S 2.79751 -5.04335 -5.60284 -1.8594 -1.1203 1.5566
C 1.88383 -5.99772 -4.22647 -2.9072 -2.8391 0.2215
N 0.86400 -7.09599 -4.53102 3.9629 4.2520 3.7442
N 0.39157 -7.54680 -3.30028 4.0009 4.8645 3.3202
C 1.07817 -6.73861 -2.21420 -1.0573 -1.6438 -4.1493
O 2.06105 -5.75784 -2.75585 -3.7647 -3.7113 -3.3755
H 0.14759 2.84951 -0.57608 -1.1416 -0.0095 2.1393
H -1.52342 2.74414 0.45218 2.6564 0.3305 -0.2363
H -0.20557 4.07385 0.81337 -0.2504 -2.5677 -0.3663
H 1.49140 3.70126 2.14116 0.2244 -2.3121 -0.4936
H 1.85887 2.04654 3.03182 -0.5506 1.0080 -2.1785
H 2.35571 2.25189 1.16285 -1.0621 1.1811 1.9453
H 1.85860 -0.32995 2.13233 -1.6263 -0.4869 -0.0726
H -0.55943 -3.09584 -2.86621 -1.8986 1.2007 0.9193
H -2.05804 -2.79738 -1.62958 1.2053 0.6901 -1.9505
H -3.05936 -3.75425 -3.85416 1.2849 1.8642 -0.0158
H -3.41949 -1.90030 -3.76245 1.6958 -1.7656 -0.2787
H -1.18091 -1.38190 -5.17395 -1.4162 -1.9885 -0.2981
H -2.62475 -2.08971 -6.15825 1.4824 -0.7592 1.5289
H -1.47115 -4.32716 -6.45265 1.7606 1.4165 1.1557
H -0.29131 -4.10874 -4.93116 -0.9812 1.1255 -1.9877
H 0.96206 -2.09669 -6.12834 -1.0204 -1.5085 -1.3202
H -0.30831 -2.09340 -7.53552 1.4162 -1.4248 1.5693
H 2.21314 -3.20529 -8.01070 -2.2204 -1.2747 0.2291
H 0.63735 -4.01364 -8.77529 1.1271 0.2961 2.0614
H 0.69034 -5.88684 -6.87133 2.2635 1.5503 0.0026
H 2.26074 -5.80813 -7.91361 -1.1822 1.2593 1.9597
H 0.88114 -6.85795 -1.06564 0.8182 0.4952 -2.5808
N -0.51406 -7.43799 1.41424 0.0425 0.0809 -0.1043
C -0.96531 -6.62806 2.42366 -0.0586 0.0855 0.1361
C -0.21361 -6.88952 3.54740 -0.3124 0.2480 -0.1488
C 0.72803 -7.88810 3.20187 0.1607 -0.2316 -0.3121
C 0.52198 -8.20619 1.87813 0.1406 -0.1145 0.0676
H -0.88658 -7.46408 0.47393 0.0423 -0.0491 0.4008
H -1.78151 -5.93801 2.25680 0.1388 -0.1193 0.0733
H -0.33002 -6.41171 4.51149 0.0024 -0.0700 -0.1838
H 1.47635 -8.32736 3.84882 -0.1289 0.0665 -0.1336
H 1.02170 -8.91249 1.22868 -0.0796 0.0803 0.1438
N -1.62616 -0.08864 3.82580 -0.1677 -0.0103 0.0303
C -2.73353 -0.88134 3.98036 0.0573 0.0322 0.0486
C -3.44336 -0.41438 5.06400 -0.0677 -0.2821 -0.2451
C -2.74247 0.70292 5.57746 0.2377 0.2745 0.0424
C -1.62596 0.88344 4.79212 0.0020 -0.0552 -0.0438
H -0.92011 -0.20251 3.11015 -0.0928 0.0439 0.3052
H -2.92029 -1.70859 3.30879 0.0073 0.1342 0.1274
H -4.36689 -0.83248 5.44295 0.1502 0.0676 -0.0732
H -3.02242 1.31082 6.42809 0.0632 -0.0901 -0.1231
H -0.83279 1.61764 4.83887 -0.1364 -0.0870 0.0213
N 5.97286 3.06289 -2.10663 -0.0084 -0.0361 -0.0189
C 5.25569 1.98188 -1.66434 -0.0086 -0.0472 0.0717
C 3.92642 2.33941 -1.62692 0.2492 -0.2871 0.1100
C 3.83816 3.68145 -2.06780 0.1620 0.3744 -0.1221
C 5.11616 4.10236 -2.36018 -0.0809 0.0477 0.0452
H 6.97697 3.08922 -2.22788 -0.4024 -0.0273 0.0376
H 5.75147 1.05378 -1.41327 -0.1163 0.1499 -0.0416
H 3.10851 1.70207 -1.31684 0.1066 0.0520 -0.1113
H 2.93907 4.27656 -2.16249 0.1629 -0.0902 -0.0101
H 5.48842 5.05046 -2.72473 -0.1218 -0.1792 0.0586
N 0.22868 4.71471 4.63889 -0.0396 -0.0139 0.0509
C 1.17469 5.26818 5.46186 0.0926 0.0722 0.0574
C 0.52169 5.89780 6.49790 0.3987 -0.0813 -0.1185
C -0.86685 5.71247 6.29579 -0.2886 -0.1721 -0.2269
C -1.01909 4.97608 5.14232 -0.1275 0.0393 0.0102
H 0.42118 4.19409 3.79300 -0.1528 0.1535 0.3779
H 2.22864 5.16825 5.23956 -0.1671 0.0420 0.0693
H 0.99439 6.43178 7.31200 -0.0541 -0.0986 -0.1457
H -1.66930 6.07640 6.92436 0.1164 -0.0808 -0.1272
H -1.90620 4.61778 4.63733 0.1370 0.0499 0.1154
N -7.47668 -2.69331 -2.58413 -0.0092 -0.0352 -0.0622
C -7.85849 -1.37850 -2.64747 -0.0117 0.0969 0.0374
C -6.83920 -0.61367 -2.12566 -0.3700 0.0515 -0.1921
C -5.80376 -1.49795 -1.73945 0.1802 -0.3974 0.0128
C -6.22282 -2.77546 -2.03660 0.0770 0.0116 0.0536
H -8.03268 -3.47982 -2.89381 0.2283 0.3285 0.1240
H -8.82087 -1.10054 -3.05586 0.1745 -0.0172 0.0898
H -6.84070 0.46474 -2.03425 -0.0047 -0.1949 -0.0182
H -4.85435 -1.23148 -1.29325 -0.1364 -0.0070 -0.0514
H -5.73793 -3.73347 -1.90443 -0.0691 0.1699 0.0060
N 5.89627 7.70246 -4.32337 0.0395 0.0037 0.0189
C 6.11757 6.72902 -5.26250 -0.0075 -0.0731 -0.1018
C 5.94000 7.29033 -6.50733 0.1172 -0.3648 0.1778
C 5.60561 8.65170 -6.31221 -0.0571 0.2994 0.2786
C 5.58856 8.87968 -4.95439 -0.0577 0.0919 -0.0579
H 5.95219 7.57273 -3.32153 -0.0170 0.0948 -0.4037
H 6.38019 5.72257 -4.96535 -0.0652 0.1517 -0.1116
H 6.04162 6.77525 -7.45374 -0.0120 0.0737 0.1788
H 5.40005 9.38680 -7.07958 0.0355 -0.1183 0.1536
H 5.38308 9.77611 -4.38470 0.0228 -0.1493 -0.1333
N -1.79673 2.83794 10.91068 0.0288 0.0139 0.0428
C -2.10245 1.50869 11.04550 -0.0594 -0.1146 0.0009
C -1.78717 0.87737 9.86303 -0.1444 -0.0922 0.3842
C -1.26750 1.85943 8.98625 0.1297 0.4110 -0.0795
C -1.28208 3.06022 9.65991 0.0164 0.0304 -0.1105
H -1.92925 3.54416 11.62296 0.0629 -0.2998 -0.2987
H -2.51854 1.12714 11.96827 0.0627 0.0352 -0.1785
H -1.91628 -0.17682 9.65487 0.0154 0.1805 0.0382
H -0.91945 1.70699 7.97278 -0.0613 0.0369 0.1654
H -0.97233 4.05141 9.35666 -0.0444 -0.1887 -0.0159

---

142
Properties=species:S:1:pos:R:3:forces:R:3 method="wB97M-V/def2-TZVPD" relative_energy_kj_mol=139.2 mol_weight_g_mol=1282.83 charge=0 largest_force_ev_per_a=5.37 homo_energy_ev=-10.51
C -3.43300 5.98231 4.15661 0.8305 -0.0505 -0.4175
C -3.80643 5.58401 5.54764 -0.1064 -2.2747 -1.1610
O -5.16478 5.35784 5.44450 -1.9057 -0.0187 1.5978
C -5.64139 5.59684 4.20805 -4.9177 -1.2224 0.1863
O -6.82910 5.51013 3.85379 3.8623 0.4164 1.3587
O -4.63244 5.79816 3.45310 1.4827 0.9039 -3.5444
F -3.52994 6.50903 6.41468 0.4179 1.9777 1.9961
H -2.65596 5.31065 3.79166 -0.1119 0.2277 -0.4084
H -3.13334 7.02669 4.06956 0.1201 -0.0735 0.1410
H -3.37984 4.62996 5.85735 0.3279 0.1016 0.2535
C -10.59356 -1.31625 -4.54564 -1.3450 -0.0810 3.1049
C -9.40538 -0.85855 -3.60279 -2.2668 -0.9601 -2.3854
O -8.66806 -0.31248 -4.61281 2.1898 1.8653 -0.3887
C -9.39258 0.00840 -5.72822 2.1452 0.6283 -1.4390
O -8.92762 0.52766 -6.69347 -0.0389 0.1304 0.6526
O -10.62066 -0.40979 -5.61632 -1.0280 -0.7741 0.4109
F -8.78128 -1.95351 -3.15087 0.5020 -0.5546 0.7014
H -11.51938 -1.20333 -3.98155 -0.2319 -0.4224 -0.3725
H -10.39728 -2.34811 -4.83690 -0.0750 0.1091 -0.2274
H -9.63795 -0.18851 -2.77510 0.1619 0.0650 -0.0588
C -0.45911 -5.22402 10.13477 1.5468 0.7928 0.1263
C -0.31235 -5.12261 8.66719 -2.2726 0.1185 -1.4568
O -1.38565 -5.98674 8.23346 0.5875 0.9192 -0.2921
C -1.60183 -6.89572 9.17054 -1.0427 -2.8950 0.8639
O -2.21286 -7.93104 8.97326 1.4236 2.4842 1.0835
O -0.99373 -6.49756 10.39273 -1.1655 -0.3714 -1.6229
F 0.78622 -5.57531 8.08445 1.4234 -0.4139 -0.0549
H -1.07536 -4.34398 10.31876 -0.5429 -0.4379 1.0224
H 0.52531 -5.09146 10.58360 -0.1818 -0.1662 0.4215
H -0.54488 -4.12747 8.28805 0.2144 -0.0140 -0.0969
C 3.36427 5.70135 7.87281 -1.8509 1.6409 -0.6980
C 4.55511 5.07590 8.48406 0.6931 -0.2240 0.6644
O 4.38540 3.73258 8.19540 0.6428 -0.7939 0.0223
C 3.35368 3.54115 7.34996 0.1625 -5.1931 -1.3627
O 3.06285 2.39960 6.93291 0.5169 4.3438 1.3335
O 2.84075 4.69672 7.02389 -1.0183 0.2390 -1.1423
F 4.60074 5.17321 9.83407 -0.0878 0.4611 0.4606
H 3.57073 6.60238 7.29522 0.2405 -0.2348 -0.1928
H 2.50821 5.96500 8.49391 0.5382 0.0003 0.8469
H 5.49002 5.47274 8.08839 0.1541 -0.2492 0.0500
C -1.24452 0.14827 1.64333 0.9933 -1.3151 0.8338
C -1.69391 -1.01296 0.83762 -0.4212 -1.7486 2.8780
O -0.74461 -1.30040 -0.07736 1.1421 0.2020 -0.8014
C 0.09971 -0.23151 -0.13313 1.8003 -0.0121 -2.0337
O 0.98463 -0.13413 -0.95450 -1.6179 0.0888 1.7861
O -0.20589 0.63261 0.84119 0.8223 1.8949 -0.7080
F -2.84026 -0.75687 0.26834 -2.6470 0.3780 -1.6750
H -0.75072 -0.30521 2.50277 -0.2010 0.5146 0.5415
H -2.07691 0.78419 1.94469 0.4864 0.5062 -0.4484
H -1.80055 -1.84760 1.53050 -0.3609 -0.5064 -0.3677
C -4.45499 -8.16221 -1.01403 1.0935 1.9594 0.0740
C -4.75642 -8.51426 -2.45327 -0.1582 -2.2108 2.2432
O -4.93780 -9.92410 -2.15808 -0.4747 -0.0164 -2.8150
C -4.18109 -10.35247 -1.13511 -1.9727 -3.9228 0.4749
O -4.15585 -11.53990 -0.82787 0.8546 2.9830 -0.6118
O -3.76953 -9.30987 -0.47253 0.2710 1.5115 1.0205
F -3.69502 -8.32359 -3.24888 0.0616 0.0738 -0.5720
H -5.38425 -7.86751 -0.52647 0.0280 -0.6643 0.4905
H -3.75330 -7.33676 -0.89416 -0.0831 0.0473 -0.1776
H -5.70418 -8.18308 -2.87772 0.3804 0.2410 -0.1389
C -2.62146 -3.30846 -7.19055 0.3533 1.8065 0.4676
C -2.26815 -3.95149 -8.51430 -0.7688 0.0411 1.1711
O -3.54247 -4.19870 -9.04380 -0.2652 -0.1924 -0.1900
C -4.52766 -4.08899 -8.07855 -0.7548 -0.7019 0.2475
O -5.67024 -4.42440 -8.23294 1.7987 0.7320 0.2262
O -3.96588 -3.59958 -6.93160 -1.5287 -0.7771 -1.2465
F -1.61348 -5.09391 -8.21044 0.3460 -1.0691 -0.6194
H -2.55756 -2.23380 -7.36124 0.2237 0.2506 0.4608
H -2.11550 -3.61383 -6.27467 0.6867 -0.0263 -0.5961
H -1.67584 -3.37022 -9.22098 -0.0988 -0.0704 0.0924
C 6.07782 9.37318 -5.28603 0.9530 0.3312 -0.3008
O 5.84110 7.95511 -5.42567 0.1409 0.6450 0.5676
C 4.88745 7.57594 -6.25519 -1.4936 -0.2316 -1.0594
O 4.22548 8.28701 -6.98547 0.6234 -0.5374 0.6903
O 4.73977 6.23537 -6.13766 0.9614 0.7134 0.4195
C 3.69423 5.55560 -6.80080 -0.6232 -0.2468 0.1682
H 6.56953 9.77821 -6.17050 -0.2800 -0.2072 -0.2980
H 6.82609 9.49541 -4.50294 -0.2593 -0.3902 0.1835
H 5.22653 10.01491 -5.05886 -0.3589 -0.6391 -0.0511
H 3.84380 5.44215 -7.87452 0.1106 0.2938 0.0454
H 2.72852 6.01096 -6.58137 0.0461 0.2486 -0.2459
H 3.66906 4.56701 -6.34237 0.1707 0.0157 -0.1060
C -2.62544 4.57956 -4.27488 -0.0655 0.4486 -0.6128
O -2.54974 5.54602 -3.21748 0.1531 1.6415 0.5222
C -2.19780 6.87932 -3.36291 -0.7720 -0.3905 -1.4203
O -2.13969 7.66607 -2.45356 0.2183 -1.0825 -0.8396
O -2.03481 7.17445 -4.70146 -0.0597 -0.7028 0.7572
C -1.55210 8.47068 -5.11861 -0.4950 -0.2030 0.5181
H -3.03920 3.66567 -3.84860 0.6911 0.0269 0.3728
H -1.64999 4.49286 -4.75351 -0.0240 -0.4354 0.2049
H -3.34044 4.79249 -5.06957 -0.0563 0.7808 0.0905
H -1.15175 8.35551 -6.12587 0.4564 -0.2790 0.3649
H -0.85975 8.81842 -4.35192 0.1382 0.2353 -0.4216
H -2.37399 9.17445 -5.25019 -0.1682 -0.0441 0.4702
C -7.50339 -0.32974 8.45931 0.3336 1.5803 -0.1302
O -7.20862 -1.14689 7.34975 -0.8656 -2.0288 -1.1929
C -5.96355 -1.35744 6.89042 -0.4313 0.7661 0.9766
O -5.02291 -0.78449 7.36428 0.4708 -0.2408 -0.3374
O -5.85376 -2.20923 5.86106 -0.4605 -0.6846 0.3014
C -6.91243 -3.04583 5.31568 -0.5927 0.7171 -0.9112
H -6.98091 -0.55759 9.38840 0.1037 -0.3865 -0.2599
H -8.58278 -0.30603 8.60908 0.1081 -0.5827 -0.1004
H -7.25338 0.68852 8.16142 0.2316 0.1654 0.2975
H -7.28858 -2.53915 4.42693 -0.0586 0.2971 0.0473
H -7.79637 -3.26135 5.91594 0.5049 0.2980 0.6526
H -6.53505 -3.98247 4.90534 0.6760 0.1019 0.6480
C 10.07737 -1.90339 -0.03147 -0.7355 0.3473 0.2981
O 8.65085 -2.19966 0.10802 -0.6502 -0.4480 1.2509
C 8.11827 -2.33190 1.39492 3.0350 1.3977 -0.0066
O 8.76422 -2.12546 2.40706 -0.5849 -0.4042 -1.0690
O 6.84934 -2.62619 1.34939 -0.9909 0.2659 -1.3039
C 6.11148 -2.59260 2.54688 -0.1435 -0.8717 2.2652
H 10.25250 -0.82799 -0.00044 -0.2710 0.0976 0.4151
H 10.36544 -2.17186 -1.04786 -0.1918 -0.5771 0.2433
H 10.66394 -2.38091 0.75339 -0.0966 -0.1225 -0.2304
H 6.51930 -1.98700 3.35624 0.4612 0.4827 -0.5793
H 6.13859 -3.58217 3.00306 -0.0820 -0.2845 -0.2367
H 5.05742 -2.32451 2.47499 0.2514 0.1205 -1.0492
C 3.96977 6.92854 -0.02447 -0.9817 0.0179 -0.9033
O 5.11293 6.58852 0.80902 -2.2463 2.6792 0.6282
C 5.95661 5.62882 0.66478 2.2113 -3.5242 2.9469
O 6.66169 5.16773 1.61650 -2.2033 1.9005 -3.6484
O 5.85213 5.13011 -0.54920 -0.0013 0.3644 -0.6808
C 6.43066 3.90663 -0.91128 -0.5352 -1.2443 -0.4325
H 4.06183 7.79798 -0.67539 1.1222 0.2496 0.4078
H 3.06536 7.15098 0.54179 0.6416 0.0132 1.0660
H 3.53994 6.22148 -0.73399 1.0480 -1.0280 0.2207
H 7.51567 3.94733 -1.00727 -0.1848 -0.0309 0.1027
H 5.91925 3.63962 -1.83609 0.5740 0.3850 -0.4741
H 6.06829 3.08362 -0.29530 0.5408 0.2214 0.7721
C 5.61987 -6.31451 -4.11063 1.3016 -1.1250 -1.0968
O 6.04877 -7.31501 -5.09974 -0.8245 -0.3436 -1.4146
C 6.99169 -8.19976 -4.79495 -0.0769 0.6988 1.2936
O 7.51271 -8.12968 -3.70475 0.8392 -1.1784 -0.4795
O 7.20127 -9.07105 -5.80938 -0.0977 0.2720 0.2632
C 8.22087 -10.09907 -5.66813 -0.2451 0.2247 0.1568
H 6.43037 -5.58581 -4.09809 -0.3131 0.2497 0.3006
H 5.53245 -6.80144 -3.13936 -0.3384 0.2530 -0.1037
H 4.71584 -5.93411 -4.58615 0.0522 0.0736 0.5871
H 8.34769 -10.63238 -6.61025 -0.2812 0.6668 -0.3337
H 7.89090 -10.89305 -4.99819 0.1137 0.4417 0.5356
H 9.16790 -9.63170 -5.39832 -0.1272 -0.2310 0.2952